Entry 1:
150
Properties=species:S:1:pos:R:3:lowdin_charge:R:1 method="wB97M-V/def2-TZVPD" total_charge=+1 gap_ev=8.40 fmax_ev_per_a=4.641 lumo_ev=-2.790 homo_ha=-0.411 mol_weight_g_mol=1138.25
C 3.0939 2.6908 -2.6619 -0.09
C 2.3227 1.4610 -3.3441 -0.25
C 1.7464 1.8063 -4.7678 -0.21
C 0.4700 2.7378 -4.7762 -0.20
C -0.6703 2.3292 -3.7646 -0.20
C -1.7979 1.4011 -4.4170 -0.17
C -2.3784 0.3653 -3.3570 -0.21
C -3.9388 0.4529 -3.1020 -0.17
C -4.2456 -0.4924 -1.8344 -0.19
C -4.2089 -2.0478 -2.1973 -0.18
C -3.8576 -2.9685 -0.9621 -0.18
C -2.4254 -3.6845 -1.0743 -0.09
C -1.4390 -2.8310 -0.1851 -0.15
C -0.4047 -1.9745 -0.7844 -0.13
C -0.0295 -1.7449 -2.2741 -0.40
S 1.6124 -2.4500 -2.7460 0.85
C 1.5057 -4.2999 -2.5623 -0.48
C 2.1901 -4.6390 -1.1450 -0.15
N 0.1715 -1.4043 0.3786 0.02
C 1.2671 -0.4060 0.2135 -0.05
C 0.5332 0.9873 -0.0754 -0.04
C 0.0306 1.6825 1.2331 -0.43
O 0.7752 2.4669 1.7740 0.10
O -1.2499 1.4755 1.7854 0.04
C -0.3606 -1.8479 1.5463 -0.14
C 0.1521 -1.3772 2.9582 -0.07
O 1.5297 -1.7589 3.0139 -0.10
C 2.2240 -1.0881 4.0370 -0.25
C 2.8624 -1.9398 5.0716 0.01
C 3.6290 -1.2965 6.1459 -0.06
C 3.8396 0.1608 6.2764 -0.05
C 3.1872 0.9927 5.2556 -0.03
C 2.3852 0.3604 4.1242 0.00
N -1.3722 -2.7427 1.2204 -0.33
S -2.3795 -3.6300 2.3108 0.90
H 4.1967 2.4458 -2.6196 0.08
H 3.0138 3.6272 -3.2725 0.07
H 2.7924 2.8385 -1.5846 0.05
H 1.5892 0.9863 -2.6408 0.04
H 3.1272 0.6825 -3.5117 0.11
H 1.6141 0.8613 -5.3675 0.11
H 2.5629 2.3800 -5.3041 0.12
H 0.7159 3.8360 -4.6789 0.11
H 0.0186 2.6425 -5.8114 0.11
H -1.2070 3.2895 -3.4886 0.11
H -0.3149 1.8923 -2.7973 0.06
H -1.2849 0.8039 -5.2216 0.10
H -2.5921 2.0144 -4.9223 0.12
H -2.1663 -0.6744 -3.7465 0.08
H -1.8601 0.4286 -2.3532 0.07
H -4.4970 0.0616 -3.9924 0.11
H -4.2455 1.4835 -2.7878 0.11
H -3.4165 -0.2981 -1.0871 0.09
H -5.2047 -0.2138 -1.3241 0.11
H -5.2669 -2.3081 -2.5045 0.12
H -3.5797 -2.2628 -3.1053 0.09
H -3.8143 -2.2880 -0.0590 0.09
H -4.6424 -3.7369 -0.7300 0.11
H -2.0213 -3.6753 -2.1150 0.10
H -2.4232 -4.7101 -0.6051 0.12
H -0.8217 -2.2259 -2.9114 0.08
H 0.0289 -0.6352 -2.4616 0.06
H 2.0472 -4.8307 -3.3932 0.09
H 0.4301 -4.6312 -2.5483 0.07
H 2.1704 -5.7325 -0.9291 0.05
H 1.6075 -4.0404 -0.3831 0.05
H 3.2132 -4.1856 -1.1778 0.07
H 1.8609 -0.2622 1.1494 0.11
H 1.8917 -0.6796 -0.6758 0.11
H 1.1805 1.7116 -0.6267 0.10
H -0.3688 0.7978 -0.7317 0.10
H -1.7870 2.2172 1.4326 0.13
H -0.0204 -0.2744 3.0787 0.12
H -0.4370 -1.9867 3.7048 0.13
H 2.7756 -3.0539 5.0460 0.11
H 4.1026 -1.9609 6.9053 0.10
H 4.4440 0.6004 7.1048 0.09
H 3.2888 2.1048 5.2995 0.11
H 1.9296 1.0406 3.3665 0.08
H -2.7280 -2.8089 3.3583 -0.09
C -5.3656 -1.4332 -7.6340 -0.11
C -4.2322 -0.4741 -7.8509 -0.12
O -3.3613 -0.7667 -6.7536 0.05
C -3.6210 -2.0307 -6.3582 -0.56
O -2.9511 -2.6391 -5.5741 0.12
O -4.7335 -2.5210 -6.9598 0.07
H -5.8188 -1.7626 -8.5681 0.14
H -6.1452 -1.0231 -6.9860 0.13
H -3.6983 -0.6586 -8.7905 0.09
H -4.5563 0.5668 -7.8258 0.14
C 5.7164 0.6426 2.2880 -0.13
C 4.8803 0.2029 1.1268 -0.15
O 5.7451 0.3957 0.0135 0.06
C 7.0234 0.3607 0.4835 -0.55
O 7.9906 0.3254 -0.2048 0.18
O 7.0428 0.3688 1.8423 0.07
H 5.4755 0.0928 3.1976 0.13
H 5.6246 1.7141 2.4842 0.14
H 4.6079 -0.8553 1.1879 0.14
H 3.9731 0.7998 1.0208 0.12
C -0.7640 -2.1789 -11.9499 -0.12
C -0.7927 -3.0750 -10.7442 -0.12
O -1.8231 -2.4961 -9.9465 0.07
C -2.6382 -1.8035 -10.7814 -0.53
O -3.6912 -1.3380 -10.4583 0.14
O -2.1078 -1.7075 -12.0243 0.08
H -0.4870 -2.7097 -12.8596 0.14
H -0.0963 -1.3235 -11.8212 0.14
H -1.0720 -4.1020 -10.9913 0.14
H 0.1553 -3.0859 -10.2081 0.14
C 3.7963 3.0284 10.7543 -0.12
C 2.9592 2.5891 9.5857 -0.13
O 3.8335 2.7873 8.4767 0.03
C 5.1077 2.7484 8.9567 -0.57
O 6.0799 2.7132 8.2707 0.16
O 5.1235 2.7526 10.3144 0.07
H 3.5663 2.4762 11.6646 0.14
H 3.7060 4.0985 10.9562 0.14
H 2.6884 1.5311 9.6379 0.13
H 2.0514 3.1811 9.4753 0.14
C 1.5935 -9.1590 0.4198 -0.12
C 0.3828 -9.8480 -0.1441 -0.12
O -0.1356 -8.8813 -1.0551 0.07
C 0.8928 -8.0693 -1.4119 -0.55
O 0.8400 -7.2604 -2.2865 0.15
O 1.9911 -8.2979 -0.6445 0.06
H 2.3909 -9.8556 0.6748 0.14
H 1.3595 -8.5510 1.2975 0.13
H 0.6364 -10.7550 -0.6979 0.14
H -0.3521 -10.0950 0.6210 0.14
C -0.6502 3.7600 4.1309 -0.14
C -1.1327 4.9291 3.3194 -0.13
O -1.9299 5.6536 4.2512 0.07
C -1.4954 5.3237 5.4986 -0.55
O -1.8361 5.8754 6.4967 0.16
O -0.6221 4.2836 5.4562 0.07
H 0.3360 3.4208 3.8269 0.11
H -1.3417 2.9138 4.1005 0.13
H -0.3149 5.5694 2.9796 0.14
H -1.7244 4.6246 2.4561 0.13
C -3.4534 8.2265 8.2717 -0.14
C -3.9404 9.3983 7.4671 -0.13
O -4.7358 10.1183 8.4039 0.06
C -4.2972 9.7844 9.6492 -0.56
O -4.6355 10.3317 10.6495 0.17
O -3.4217 8.7440 9.5993 0.06
H -2.4659 7.8890 7.9624 0.12
H -4.1438 7.3800 8.2388 0.14
H -3.1243 10.0417 7.1277 0.13
H -4.5335 9.0956 6.6048 0.13

=====

Entry 2:
163
Properties=species:S:1:pos:R:3:lowdin_charge:R:1 method="wB97M-V/def2-TZVPD" gap_ev=9.31 fmax_ev_per_a=3.050 lumo_ev=0.248 homo_ha=-0.333 mol_weight_g_mol=1328.18
C -1.9853 -0.5196 -5.0046 0.02
C -2.9286 -1.5495 -4.8190 -0.06
C -2.5465 -2.6518 -3.7273 -0.41
O -2.0067 -3.6927 -4.1152 0.07
O -2.8248 -2.3040 -2.4053 -0.04
C -2.7612 -3.4396 -1.5097 -0.15
C -2.6359 -2.8935 0.0093 -0.14
C -1.3605 -3.6264 0.6885 -0.21
C -0.8053 -2.8590 1.9676 -0.20
C 0.0046 -1.5648 1.4781 -0.24
C 0.5378 -0.6617 2.6941 -0.23
Si -0.7243 0.6399 3.2919 0.52
C 0.2566 2.2084 3.8662 -0.17
O -1.6900 1.1645 1.9462 -0.20
C -1.7531 0.0704 4.8039 -0.19
C -3.1296 -0.6212 4.4171 -0.43
C -4.2773 0.1320 3.5922 -0.07
N -3.3621 -1.8515 4.8115 0.08
H -0.8871 -0.8182 -5.0517 0.09
H -2.2235 0.5722 -5.1585 0.07
H -3.8879 -1.5982 -5.4092 0.11
H -1.8708 -4.1180 -1.6615 0.12
H -3.7024 -4.0872 -1.5226 0.12
H -2.5243 -1.7675 0.0600 0.10
H -3.5330 -3.1803 0.6450 0.11
H -1.6359 -4.7140 0.8717 0.12
H -0.5176 -3.6111 -0.0883 0.11
H -1.6084 -2.6206 2.7308 0.10
H -0.0376 -3.5565 2.4579 0.11
H -0.6391 -0.9766 0.7495 0.09
H 0.9325 -1.9385 0.9198 0.11
H 1.4499 -0.0819 2.3079 0.09
H 0.9052 -1.3006 3.5620 0.07
H 1.3476 2.1553 3.5576 0.02
H -0.2574 3.1228 3.4289 0.04
H 0.2641 2.2553 5.0097 0.05
H -2.2246 1.9342 2.2332 0.05
H -1.1384 -0.6262 5.4718 0.09
H -1.9887 0.9972 5.4387 0.09
H -5.3096 -0.1147 3.9829 0.08
H -4.0790 1.2557 3.7032 0.08
H -4.1966 -0.0793 2.4774 0.07
H -4.3084 -2.0726 4.4403 0.04
C -7.5280 -5.6116 -2.7492 -0.12
C -6.0467 -5.6007 -2.9841 -0.12
O -5.5168 -5.4531 -1.6709 0.03
C -6.4594 -5.9132 -0.8029 -0.55
O -6.2720 -6.0865 0.3638 0.16
O -7.6381 -6.1505 -1.4350 0.07
H -8.0606 -6.2330 -3.4701 0.14
H -7.9608 -4.6084 -2.7574 0.11
H -5.6820 -6.5404 -3.4086 0.14
H -5.7319 -4.7767 -3.6257 0.13
C 0.1436 6.8348 6.3573 -0.13
C 0.9728 6.2696 5.2451 -0.12
O 0.3215 5.0358 4.9563 0.04
C -0.9666 5.1544 5.3748 -0.55
O -1.8320 4.3632 5.1331 0.13
O -1.1474 6.2885 6.1023 0.07
H 0.1140 7.9161 6.3447 0.09
H 0.4804 6.4999 7.3432 0.14
H 0.9562 6.8963 4.3504 0.12
H 2.0090 6.1023 5.5405 0.14
C -0.2505 12.1945 6.0492 -0.12
C 0.2457 11.6046 7.3347 -0.12
O 0.4608 10.2393 6.9931 0.06
C 0.6506 10.1863 5.6485 -0.54
O 1.0203 9.2123 5.0574 0.14
O 0.3674 11.3766 5.0609 0.06
H 0.0426 13.2374 5.9284 0.14
H -1.3355 12.1164 5.9436 0.13
H 1.1937 12.0425 7.6589 0.14
H -0.4799 11.6942 8.1433 0.14
C 2.6429 4.0141 0.8881 -0.11
C 4.1243 4.0244 0.6672 -0.13
O 4.6452 4.1824 1.9824 0.06
C 3.6955 3.7287 2.8450 -0.55
O 3.8722 3.5639 4.0157 0.15
O 2.5212 3.4848 2.2033 0.03
H 2.1183 3.3875 0.1662 0.14
H 2.2076 5.0178 0.8688 0.13
H 4.4905 3.0830 0.2539 0.10
H 4.4440 4.8440 0.0223 0.14
C 3.2518 -3.0604 4.6959 -0.13
C 4.4402 -3.9732 4.6306 -0.13
O 4.4151 -4.4331 3.2855 0.06
C 3.7371 -3.5052 2.5565 -0.54
O 3.6771 -3.4971 1.3649 0.16
O 3.1398 -2.5866 3.3597 0.05
H 3.3984 -2.2326 5.3905 0.14
H 2.3314 -3.5884 4.9618 0.14
H 5.3826 -3.4467 4.8069 0.13
H 4.3649 -4.8077 5.3284 0.13
C 6.0940 -3.5541 -0.9730 -0.12
C 6.2086 -4.4395 -2.1761 -0.14
O 6.4757 -3.5172 -3.2288 0.07
C 7.0239 -2.4092 -2.6618 -0.56
O 7.5185 -1.5107 -3.2770 0.14
O 6.9392 -2.4550 -1.3056 0.06
H 6.4335 -4.0436 -0.0603 0.14
H 5.0774 -3.1846 -0.8193 0.13
H 7.0426 -5.1414 -2.1018 0.12
H 5.2931 -4.9971 -2.3711 0.13
C 8.0100 2.2119 0.7267 -0.12
C 8.2589 0.9138 1.4340 -0.13
O 6.9492 0.4789 1.7727 0.07
C 6.0886 1.0719 0.9042 -0.54
O 4.9271 0.7911 0.8057 0.15
O 6.7184 2.0254 0.1592 0.05
H 8.7493 2.4123 -0.0493 0.14
H 7.9747 3.0633 1.4124 0.14
H 8.7231 0.1658 0.7853 0.14
H 8.8710 1.0363 2.3281 0.13
C -3.3262 10.3437 2.1865 -0.13
C -2.3315 10.5693 3.2851 -0.14
O -2.4981 11.9476 3.5928 0.04
C -3.7539 12.2972 3.1991 -0.55
O -4.2760 13.3375 3.4619 0.16
O -4.3354 11.3068 2.4697 0.07
H -3.7380 9.3341 2.1961 0.14
H -2.9100 10.5477 1.1960 0.14
H -2.5537 9.9785 4.1789 0.14
H -1.3085 10.3627 2.9694 0.13
C -6.3922 0.0257 -1.7899 -0.12
C -5.5804 -0.5320 -2.9196 -0.14
O -6.2379 -1.7601 -3.2107 0.06
C -7.5193 -1.6425 -2.7719 -0.54
O -8.3872 -2.4302 -3.0090 0.15
O -7.6870 -0.5154 -2.0318 0.07
H -6.4190 1.1156 -1.7927 0.14
H -6.0420 -0.3182 -0.8126 0.14
H -5.6096 0.1043 -3.8090 0.14
H -4.5409 -0.7041 -2.6414 0.11
C 6.7495 -9.3560 -1.5198 -0.13
C 7.6058 -8.3441 -0.8175 -0.13
O 6.7906 -7.1777 -0.8212 0.04
C 5.4985 -7.5925 -0.9360 -0.55
O 4.5504 -6.8807 -0.8047 0.17
O 5.4297 -8.9205 -1.2188 0.07
H 6.9166 -10.3698 -1.1551 0.14
H 6.8878 -9.3414 -2.6045 0.14
H 7.8196 -8.6225 0.2182 0.14
H 8.5473 -8.1617 -1.3366 0.14
C -0.3286 -2.9888 -7.4680 -0.13
C -0.2611 -3.8778 -8.6712 -0.12
O -0.0164 -2.9615 -9.7334 0.06
C 0.5616 -1.8572 -9.1856 -0.55
O 1.0453 -0.9663 -9.8177 0.15
O 0.5173 -1.8999 -7.8268 0.06
H 0.0333 -3.4812 -6.5651 0.14
H -1.3371 -2.6085 -7.2845 0.12
H 0.5677 -4.5896 -8.6202 0.14
H -1.1872 -4.4252 -8.8362 0.11
C -4.3093 -3.2278 -10.3272 -0.13
C -4.9441 -4.5510 -10.6381 -0.13
O -4.2373 -5.4502 -9.7918 0.07
C -3.7379 -4.7221 -8.7581 -0.57
O -3.2346 -5.1930 -7.7829 0.16
O -3.8853 -3.3878 -8.9781 0.05
H -5.0090 -2.3966 -10.4188 0.14
H -3.4342 -3.0256 -10.9512 0.14
H -6.0055 -4.5787 -10.3757 0.14
H -4.8310 -4.8324 -11.6854 0.14

=====

Entry 3:
139
Properties=species:S:1:pos:R:3:lowdin_charge:R:1 method="wB97M-V/def2-TZVPD" total_charge=+3 gap_ev=5.39 fmax_ev_per_a=2.086 lumo_ev=-10.393 e_above_lowest_ev=2.571 homo_ha=-0.580 mol_weight_g_mol=1028.18
Ta 0.4840 0.2205 -0.1626 1.50
C -3.2591 4.2860 1.2926 -0.05
C -3.0117 3.2497 2.3752 -0.36
C -4.3311 2.8580 3.0668 -0.03
C -2.3658 1.9850 1.8689 -0.15
C -2.8532 1.2741 0.7698 0.02
C -2.4470 -0.0288 0.4804 -0.17
C -3.1419 -0.8007 -0.6252 -0.37
C -2.9692 -0.1120 -1.9818 -0.05
C -4.6298 -0.9865 -0.3031 -0.01
C -1.5000 -0.6638 1.3502 -0.22
C -0.9323 0.0994 2.4259 -0.18
C -1.3501 1.4113 2.6210 0.05
C -0.0184 -0.5227 3.4507 -0.38
C -0.7634 -0.7155 4.7802 -0.01
C 1.2461 0.3195 3.6597 -0.05
C -1.5700 -2.1713 1.4460 -0.22
C -2.6669 -2.6284 2.1818 -0.01
C -2.9352 -3.9799 2.3148 -0.01
C -2.1087 -4.9078 1.6921 -0.02
C -1.0136 -4.4684 0.9713 -0.07
C -0.7226 -3.1040 0.8581 -0.32
P 0.7219 -2.5351 -0.0468 1.09
C 2.2685 -3.1986 0.8616 -0.64
C 3.5010 -3.1139 -0.0464 -0.08
C 2.4889 -2.3495 2.1157 -0.11
C 2.0624 -4.6443 1.3232 -0.06
C 0.6109 -3.1369 -1.8168 -0.68
C 1.0851 -4.5730 -2.0635 -0.05
C -0.8511 -3.0273 -2.2524 -0.08
C 1.4398 -2.1454 -2.6359 -0.11
H -3.6674 5.1924 1.7395 0.10
H -3.9853 3.9245 0.5652 0.07
H -2.3303 4.5493 0.7773 0.07
H -2.3541 3.6838 3.1318 0.14
H -5.0021 2.3569 2.3653 0.09
H -4.8305 3.7500 3.4446 0.10
H -4.1516 2.1878 3.9091 0.09
H -3.6474 1.7072 0.1725 0.13
H -2.6962 -1.7918 -0.6797 0.11
H -3.4810 0.8507 -2.0050 0.07
H -3.3918 -0.7314 -2.7734 0.11
H -1.9115 0.0686 -2.2235 0.05
H -5.1469 -0.0270 -0.2398 0.09
H -4.7668 -1.5120 0.6426 0.08
H -5.1087 -1.5777 -1.0842 0.10
H -0.9573 1.9628 3.4681 0.14
H 0.2657 -1.5095 3.0969 0.09
H -1.1313 0.2372 5.1668 0.09
H -0.0902 -1.1448 5.5225 0.10
H -1.6119 -1.3908 4.6662 0.08
H 1.0285 1.2291 4.2224 0.09
H 1.7022 0.6162 2.7060 0.03
H 1.9851 -0.2433 4.2298 0.10
H -3.3243 -1.9010 2.6471 0.14
H -3.7927 -4.3073 2.8886 0.13
H -2.3160 -5.9672 1.7664 0.13
H -0.3789 -5.2025 0.4981 0.10
H 3.6788 -2.1092 -0.4243 0.03
H 3.4614 -3.8013 -0.8855 0.07
H 4.3731 -3.3898 0.5505 0.11
H 2.4918 -1.2773 1.9297 -0.01
H 3.4686 -2.5940 2.5331 0.11
H 1.7498 -2.5757 2.8804 0.08
H 1.9054 -5.3377 0.4972 0.08
H 1.2448 -4.7327 2.0343 0.08
H 2.9752 -4.9551 1.8373 0.11
H 0.4658 -5.3054 -1.5473 0.09
H 2.1231 -4.7404 -1.7965 0.07
H 0.9918 -4.7773 -3.1328 0.11
H -1.5025 -3.7025 -1.6992 0.09
H -0.9203 -3.2919 -3.3098 0.11
H -1.2255 -2.0057 -2.1481 0.04
H 2.4908 -2.1298 -2.3573 0.06
H 1.0450 -1.1098 -2.5422 0.04
H 1.3772 -2.4078 -3.6954 0.11
C 4.5908 -0.2809 -4.7172 0.00
C 4.6318 0.5437 -3.4721 -0.30
C 5.5755 1.5449 -3.2679 0.02
C 5.4839 2.2985 -2.1121 -0.07
N 4.5734 2.0329 -1.1678 0.09
C 3.7856 1.0203 -1.4380 -0.71
S 2.8622 0.3768 -0.0132 0.71
N 3.7107 0.2859 -2.5251 0.10
H 5.4761 -0.1195 -5.3275 0.09
H 3.7099 -0.0275 -5.3122 0.09
H 4.5202 -1.3389 -4.4644 0.09
H 6.3429 1.7447 -4.0033 0.13
H 6.1505 3.1307 -1.9191 0.13
N -0.0707 1.8627 -0.7659 -0.29
P 0.1990 3.4259 -1.2897 0.68
N -1.1735 4.0843 -1.8975 -0.17
C -1.2265 5.4322 -2.5256 -0.18
C -1.9938 5.4151 -3.8410 -0.15
C -3.4513 4.9795 -3.6310 -0.16
C -3.6006 4.0977 -2.3841 -0.17
C -2.3666 3.2367 -2.1547 -0.21
N 0.7792 4.3233 -0.0775 -0.18
C 0.5330 5.7691 0.1580 -0.16
C 1.8438 6.5428 0.1038 -0.16
C 2.8334 5.9994 1.1381 -0.17
C 3.0044 4.4849 0.9859 -0.17
C 1.6439 3.8013 1.0016 -0.20
N 1.3008 3.2451 -2.4905 -0.18
C 1.0212 2.2262 -3.5332 -0.20
C 0.7600 2.8798 -4.8812 -0.15
C 1.9774 3.7093 -5.3406 -0.15
C 2.9416 3.9834 -4.1810 -0.16
C 2.2097 4.3503 -2.9005 -0.17
H -0.2187 5.8075 -2.6869 0.10
H -1.7305 6.1290 -1.8504 0.12
H -1.4984 4.7601 -4.5568 0.09
H -1.9559 6.4222 -4.2559 0.13
H -3.8097 4.4483 -4.5127 0.12
H -4.0828 5.8603 -3.5178 0.12
H -4.4638 3.4371 -2.4945 0.12
H -3.7757 4.7225 -1.5128 0.10
H -2.2113 2.6205 -3.0508 0.12
H -2.4920 2.5687 -1.3093 0.05
H 0.1024 5.8614 1.1599 0.13
H -0.1865 6.1626 -0.5425 0.08
H 1.6319 7.5948 0.2988 0.13
H 2.2713 6.4706 -0.8990 0.10
H 2.4677 6.2255 2.1436 0.12
H 3.7978 6.4932 1.0247 0.12
H 3.6137 4.0869 1.7994 0.12
H 3.5148 4.2475 0.0484 0.09
H 1.1393 4.0178 1.9494 0.13
H 1.7470 2.7215 0.9151 0.03
H 0.1532 1.6361 -3.2319 0.08
H 1.8713 1.5448 -3.6058 0.09
H -0.1164 3.5192 -4.7841 0.08
H 0.5112 2.1091 -5.6119 0.12
H 1.6400 4.6541 -5.7678 0.12
H 2.5135 3.1834 -6.1305 0.12
H 3.6120 4.8050 -4.4341 0.13
H 3.5582 3.1037 -4.0022 0.08
H 1.6553 5.2751 -3.0756 0.11
H 2.9187 4.5405 -2.0943 0.10

=====

| no. | E_tot (eV) |
| --- | --- |
| 1 | -125777.8086 |
| 2 | -141215.8368 |
| 3 | -91995.3394 |